1.
Formula: C3H35NO13
Source: the Open Molecules 2025 dataset
Level of theory: ωB97M-V with the def2-TZVPD basis set

Structure (XYZ):
```
52
Properties=species:S:1:pos:R:3:forces:R:3
C -1.63393 -0.71261 -1.47313 1.51 0.46 0.47
C -0.54987 -0.59415 -0.36786 -0.19 0.01 1.46
N 0.92887 -0.54316 -0.49026 0.23 0.56 -2.29
C 1.59506 -0.90477 0.73365 1.35 1.40 0.55
H -1.79369 -1.70802 -1.91674 0.37 0.48 0.22
H -1.30179 0.03481 -2.16590 -0.68 0.05 -0.88
H -2.52029 -0.39959 -0.91803 -0.22 -0.10 -0.49
H -0.75068 -1.50115 0.18974 0.38 -0.06 0.57
H -0.86607 0.25198 0.29468 0.27 -0.45 -0.57
H 1.43982 0.21156 -1.11258 -1.76 -2.04 1.95
H 2.67549 -0.90637 0.56040 0.01 -0.27 -0.17
H 1.53220 -0.24965 1.64697 -0.54 0.41 -0.71
H 1.31442 -1.83106 1.19559 -0.17 -0.18 -1.06
H 1.26099 -2.45671 3.45319 3.25 1.05 1.57
H 0.88168 -3.11550 1.91702 0.29 -0.25 1.75
O 0.68842 -2.79239 2.84397 -3.82 -1.80 -2.53
H 2.31865 3.74798 0.52165 0.12 0.23 -0.61
H 1.95557 2.45027 1.17298 0.13 0.60 0.29
O 2.25633 3.35503 1.39143 0.01 -0.92 0.12
H -3.30011 -3.15699 1.06505 -2.10 -1.05 0.65
H -2.05831 -2.48695 1.59129 -0.48 0.32 -0.12
O -2.51717 -2.76775 0.77462 2.16 0.53 -0.79
H -2.39758 2.80018 0.89505 -0.71 -0.57 3.13
H -1.26018 3.82133 0.32766 0.32 0.26 1.69
O -1.96237 3.19445 0.20567 0.03 0.56 -4.88
H -2.10975 1.89540 -2.34042 -2.71 -1.54 -0.18
H -1.40735 2.88053 -1.55717 -0.50 1.67 2.98
O -1.32598 2.35695 -2.29726 3.12 -0.33 -3.15
H -2.34226 0.99621 1.22990 0.78 0.39 2.52
H -1.46906 0.50330 2.42283 -0.67 0.37 -0.01
O -2.05102 1.25228 2.18127 -0.43 -0.95 -2.15
H -0.21790 0.71125 -3.70700 -0.50 0.94 0.34
H 1.29491 0.43314 -3.73600 0.53 0.51 0.25
O 0.44030 0.08427 -3.95769 0.12 -1.27 -0.65
H 0.43606 4.29405 -1.34091 -0.68 -0.21 -0.35
H 0.94915 3.07343 -2.23965 -1.12 -0.63 -0.60
O 1.16951 3.78435 -1.66697 1.91 0.93 1.10
H -2.09839 -2.05644 3.69772 -0.47 -0.72 1.24
H -0.81798 -1.77392 2.97650 4.24 -1.42 0.12
O -1.69721 -1.57058 3.00772 -3.50 2.13 -0.95
H -0.87232 -4.06318 0.76185 -0.40 0.09 -0.41
H 0.36201 -4.23919 -0.22409 -0.31 0.06 0.65
O 0.01885 -4.41212 0.68459 0.69 0.06 -0.03
H 2.90566 -0.98452 -3.14266 0.29 1.89 1.13
H 4.05050 -0.09298 -2.63882 1.09 0.19 0.04
O 3.10732 -0.10951 -2.66454 -1.40 -2.07 -1.20
H 2.52020 -3.59998 -0.72042 -1.42 0.37 -0.83
H 1.44676 -2.54001 -1.34381 0.59 -1.70 0.56
O 1.66883 -3.53443 -1.23479 0.89 1.68 0.05
H -0.37644 3.86710 2.32056 -0.22 1.62 -2.23
H 0.69603 4.58005 1.65652 2.87 0.36 -0.17
O -0.21589 4.52376 1.53662 -2.56 -1.61 2.59
```
Positions in Å, forces in eV/Å.

Total charge ... 0
Highest occupied orbital energy ... -0.322 Eh
HOMO-LUMO gap ... 8.8 eV
Energy relative to the best compared isomer or geometry (same formula, charge and spin) ... 298.5 kJ/mol


2.
Formula: C3H37O16V
Source: the Open Molecules 2025 dataset
Level of theory: ωB97M-V with the def2-TZVPD basis set

Structure (XYZ):
```
57
Properties=species:S:1:pos:R:3:forces:R:3
V 1.52174 2.59668 0.44804 -0.89 -1.23 0.71
C 1.00374 -1.30332 -0.77196 -0.22 0.10 -1.96
C 0.96274 0.23468 -0.78696 -1.06 -2.61 1.22
C -0.24526 0.63768 -1.52996 -0.57 -0.13 -1.73
O 0.89374 0.63768 0.53304 0.10 2.20 1.15
H 0.04074 -1.77332 -0.45596 0.53 0.78 -0.26
H 1.76274 -1.68932 -0.13596 0.87 -0.24 0.50
H 1.21674 -1.61332 -1.82396 -0.19 -0.22 0.76
H 1.82674 0.68668 -1.17596 1.69 0.20 -1.32
H -0.52026 1.63368 -1.28296 -0.22 1.14 -0.21
H -1.09326 0.05368 -1.22196 -0.19 -0.35 0.41
H -0.15526 0.46968 -2.62696 0.08 0.37 0.58
O 1.16174 2.60868 2.61004 1.37 0.00 0.27
H 1.70874 2.31368 3.36204 -0.11 0.10 -0.60
H 0.27974 2.63568 2.94204 -1.20 0.03 0.29
O -3.12226 -2.07632 0.03604 -1.20 0.95 1.85
H -2.41126 -2.23332 -0.53196 1.88 -0.23 -1.50
H -3.68926 -2.79332 -0.20596 -0.91 -0.49 0.02
O -0.56626 3.43068 0.44804 0.05 1.58 0.70
H -1.27826 3.03568 0.95004 -0.53 -1.94 0.15
H -0.80026 4.35868 0.67004 0.80 -0.10 -0.62
O 0.83274 -4.32132 -0.79696 -0.88 0.44 -0.50
H 1.75974 -4.37832 -0.89596 2.03 0.55 0.04
H 0.60774 -5.22332 -0.94496 -0.83 -1.33 0.03
O 2.81974 -3.58632 1.56304 1.79 -0.49 -0.58
H 1.91574 -3.34132 1.65304 -1.55 0.14 0.56
H 3.35374 -2.91432 1.98604 0.01 0.18 0.07
O 2.82274 -0.26332 2.58904 1.87 0.94 -0.39
H 2.99374 -0.39632 3.51304 0.21 -0.28 0.68
H 1.89374 -0.36732 2.46604 -1.46 -0.67 -0.22
O -1.57926 -3.36932 -1.89996 -0.75 -0.64 -0.16
H -2.00126 -4.22232 -1.72596 -0.23 0.26 -0.19
H -0.68326 -3.53732 -1.64896 1.37 -0.07 0.23
O -3.37826 1.94568 -1.73996 0.18 -0.41 0.45
H -3.82126 2.71768 -1.40396 -0.60 0.26 0.31
H -2.89426 2.30768 -2.47296 0.35 0.06 -0.78
O -1.91026 4.65068 -1.55296 0.69 1.06 -1.12
H -1.49626 3.89068 -1.17896 0.19 -1.01 0.41
H -2.75526 4.73268 -1.14596 -1.02 0.16 0.40
O 0.17874 -0.97232 2.42904 0.55 -0.43 -0.86
H 0.04874 -0.29832 3.06804 -0.75 0.76 1.09
H 0.38074 -0.46732 1.59504 -0.14 0.16 -0.01
O -2.64226 -1.09632 -2.76496 -0.79 1.62 -0.38
H -2.04426 -1.81832 -2.72296 0.72 -1.27 0.00
H -2.13126 -0.33932 -2.46196 -0.47 -0.13 -0.26
O -2.01526 0.88668 1.07604 0.43 1.54 1.57
H -2.61126 0.67768 0.39604 -1.97 -0.33 -1.45
H -1.30826 0.30368 0.86704 1.28 -0.69 0.13
O 0.06374 -3.53732 1.59304 0.22 -0.99 -0.42
H 0.02474 -2.63732 1.89604 -0.35 0.67 0.12
H 0.32674 -3.58732 0.65104 -0.41 0.10 0.76
O 3.47574 1.88968 0.97404 1.88 1.61 1.96
H 4.13274 2.38668 1.60104 -1.61 -1.00 -2.05
H 3.30374 1.09968 1.53204 -0.27 -0.76 -0.07
O 1.47774 3.49068 -1.66596 1.88 -0.92 2.60
H 1.40274 4.39868 -1.45796 0.17 1.95 0.35
H 0.95874 3.44468 -2.41596 -1.82 -0.92 -2.73
```
Positions in Å, forces in eV/Å.

Total charge ... +1
Multiplicity ... 4
Highest occupied orbital energy (alpha / beta) ... -0.439 / -0.450 Eh
HOMO-LUMO gap (alpha / beta) ... 8.1 / 8.3 eV
Energy relative to the best compared isomer or geometry (same formula, charge and spin) ... 87.5 kJ/mol


3.
Formula: C3H38NO16S
Source: the Open Molecules 2025 dataset
Level of theory: ωB97M-V with the def2-TZVPD basis set

Structure (XYZ):
```
59
Properties=species:S:1:pos:R:3:forces:R:3
O -0.62799 -4.13237 0.80597 -0.88 -0.61 0.56
C -1.23879 -3.32332 0.18119 2.98 1.81 -1.65
C -0.42028 -2.16744 -0.51504 -0.68 0.28 0.40
C -1.29385 -0.96860 -0.87345 -1.54 0.73 1.20
S -0.15659 0.44835 -1.17259 -0.08 -0.30 0.07
N 0.65443 -1.76743 0.55254 0.33 0.25 -0.27
H -2.24421 -3.20875 -0.12725 -1.97 -0.87 0.27
H -0.13189 -2.55085 -1.54168 1.00 0.17 1.79
H -2.06566 -0.81818 -0.03674 1.20 0.44 -1.01
H -1.91060 -1.10489 -1.78000 0.50 -0.33 0.46
H -1.00735 1.46456 -1.23831 -0.44 0.07 0.05
H 1.51931 -2.33787 0.30857 -0.87 0.61 0.78
H 0.25840 -1.97976 1.55391 0.93 0.38 -2.03
H 0.95695 -0.69395 0.59004 -0.92 -2.82 -0.32
H -0.25097 3.62805 0.61910 0.43 -0.03 0.56
H -1.30795 3.78716 -0.43336 2.85 0.82 0.51
O -0.29164 3.98791 -0.26288 -3.32 -0.74 -1.17
H 0.43221 0.51472 3.27083 -0.26 -0.25 -0.38
H 1.48394 0.76142 2.18029 -0.76 -0.99 0.06
O 0.62488 0.27979 2.34807 1.80 1.01 0.39
H 3.81136 -0.13889 -2.18691 0.37 -1.47 0.57
H 4.76310 -1.37226 -2.48847 -0.12 0.25 0.31
O 4.12939 -1.03948 -1.83124 0.24 1.08 -0.75
H 4.44411 1.88233 -1.47968 -0.42 0.08 1.54
H 3.24163 2.52515 -1.03915 -4.03 2.79 -1.63
O 3.90490 2.06358 -0.65752 4.51 -2.49 -0.15
H -5.32786 1.37414 -0.35659 -2.83 -0.65 -1.71
H -4.52185 0.93178 0.81615 -0.11 0.06 -0.03
O -4.56271 1.57661 0.08920 2.56 0.08 1.68
H 4.05216 0.02216 1.55168 -1.83 0.14 -0.65
H 3.51115 0.79723 0.32021 -0.69 -0.70 0.92
O 3.19376 0.14948 1.03942 2.22 0.87 -0.14
H -0.61887 1.50569 1.45479 -0.19 0.16 0.48
H -1.46822 2.68460 2.18265 0.08 -1.45 -0.67
O -1.43729 1.72268 1.93070 -0.65 1.23 0.41
H 2.29415 -3.52077 -2.03644 0.82 -4.28 -2.16
H 2.85428 -2.18647 -1.80094 0.74 0.70 0.15
O 2.11042 -2.76202 -1.60930 -1.45 3.39 1.96
H -4.15081 0.16367 3.39648 0.13 0.24 0.35
H -3.16157 0.21164 2.20409 1.09 0.52 0.21
O -4.04505 -0.01480 2.46549 -0.86 -0.63 -0.61
H -3.58769 3.91620 0.03149 0.24 -0.49 1.33
H -3.64039 2.83678 1.17242 0.56 1.21 -0.91
O -3.15456 3.65228 0.88152 -0.53 0.03 -0.56
H 2.25570 -0.22706 -3.17551 -1.12 -0.75 -0.17
H 1.87889 1.34614 -2.91913 1.93 -2.11 -0.53
O 2.61783 0.63885 -3.09445 -0.99 3.22 0.34
H -4.69967 -1.74662 -2.62562 0.37 -0.05 3.02
H -5.37123 -1.89068 -1.13752 1.98 0.29 -1.33
O -4.48176 -1.74602 -1.61122 -2.31 -0.29 -1.67
H 1.94180 4.34026 -2.83066 0.97 1.29 -1.35
H 0.97944 3.83827 -1.91240 -0.64 -0.39 1.01
O 1.80174 3.57053 -2.32334 -0.28 -1.20 0.58
H -2.00262 -2.12404 3.13537 -0.54 0.08 0.02
H -0.90694 -3.15666 3.40965 -0.11 0.61 -0.12
O -1.05388 -2.21911 3.17402 0.68 -0.67 -0.02
H 3.76381 -1.82083 0.67228 0.46 0.46 -0.43
H 4.20092 -3.09615 1.50282 -0.58 0.61 -0.47
O 3.46008 -2.50676 1.25646 0.06 -1.36 0.89
```
Positions in Å, forces in eV/Å.

Total charge ... +1
Highest occupied orbital energy ... -0.455 Eh
HOMO-LUMO gap ... 10.1 eV
Energy relative to the best compared isomer or geometry (same formula, charge and spin) ... 438.8 kJ/mol


4.
Formula: C3H3AgO2
Source: the Open Molecules 2025 dataset
Level of theory: ωB97M-V with the def2-TZVPD basis set

Structure (XYZ):
```
9
Properties=species:S:1:pos:R:3:forces:R:3
C 1.28452 1.65256 0.43104 0.20 0.33 -0.57
C 0.49783 1.15882 -0.66207 0.58 -0.87 0.81
H 1.37916 1.11269 1.39318 -0.29 -0.04 -0.54
H 2.18633 1.34803 -0.19509 -0.06 0.08 0.20
H 1.39047 2.74540 0.57330 -0.28 -0.38 -0.10
O -2.58382 -2.42852 0.92661 0.00 -0.31 -0.86
C -2.39069 -2.64283 -0.24933 0.09 0.52 1.31
Ag -0.17639 -0.80094 -1.13149 0.90 2.32 0.44
O -1.58742 -2.14521 -1.08615 -1.15 -1.65 -0.71
```
Positions in Å, forces in eV/Å.

Total charge ... 0
Multiplicity ... 3
Highest occupied orbital energy (alpha / beta) ... -0.242 / -0.354 Eh
HOMO-LUMO gap (alpha / beta) ... 4.8 / 7.8 eV
Energy relative to the best compared isomer or geometry (same formula, charge and spin) ... 119.8 kJ/mol


5.
Formula: C3H3AgO4
Source: the Open Molecules 2025 dataset
Level of theory: ωB97M-V with the def2-TZVPD basis set

Structure (XYZ):
```
11
Properties=species:S:1:pos:R:3:forces:R:3
C 2.32235 0.72940 0.43679 -0.46 -0.18 -0.10
H 2.67669 0.68050 -0.59995 -0.03 -0.10 0.20
H 2.76007 1.59556 0.94009 -0.10 -0.12 -0.07
H 2.58420 -0.18843 0.97706 -0.01 0.12 -0.19
O 0.90376 0.93698 0.46864 1.09 1.10 0.56
C 0.08946 0.05015 -0.08574 -1.66 -1.12 -0.41
O -1.11146 0.25085 -0.06922 1.38 -0.30 -0.34
Ag -2.76460 1.63434 1.12530 -0.59 0.53 0.42
O 0.95323 -1.17868 -1.90530 0.24 0.15 -0.20
C 0.68306 -1.24247 -0.69157 -0.07 -0.13 -0.03
O 0.77722 -2.19978 0.09911 0.20 0.05 0.16
```
Positions in Å, forces in eV/Å.

Total charge ... -2
Highest occupied orbital energy ... 0.092 Eh
HOMO-LUMO gap ... 3.3 eV


6.
Formula: C3H3AlFO3
Source: the Open Molecules 2025 dataset
Level of theory: ωB97M-V with the def2-TZVPD basis set

Structure (XYZ):
```
11
Properties=species:S:1:pos:R:3:forces:R:3
H 0.12077 1.52979 -0.90533 -1.05 -0.49 0.30
O -1.69532 0.47221 0.08059 -3.44 0.36 1.63
O 0.13720 -0.77148 -0.22001 -4.48 0.24 0.73
O -1.36045 -1.22520 1.43618 -1.33 -1.84 2.39
C 0.53291 0.52859 -1.03171 2.69 0.35 -0.83
C 1.43120 0.07970 0.02809 3.84 0.60 -0.72
C -1.04638 -0.51162 0.48403 6.60 -0.37 -4.28
H 0.75324 0.24082 -2.06024 -0.04 -0.30 0.09
F 2.46998 -0.62534 -0.28665 -1.22 0.55 0.59
H 1.44960 0.52173 1.02741 0.01 -0.14 0.01
Al -2.79275 -0.23920 1.44765 -1.57 1.03 0.08
```
Positions in Å, forces in eV/Å.

Total charge ... +3
Highest occupied orbital energy ... -0.976 Eh
HOMO-LUMO gap ... 6.2 eV